(1)
{"formula": "C23H15BaO6P", "method": "wB97M-V/def2-TZVPD", "elements": ["O", "C", "Ba", "O", "C", "C", "O", "C", "O", "C", "O", "O", "P", "C", "C", "C", "C", "C", "C", "C", "C", "C", "C", "C", "C", "C", "C", "C", "C", "C", "C", "H", "H", "H", "H", "H", "H", "H", "H", "H", "H", "H", "H", "H", "H", "H"], "xyz": [[4.371, 1.962, -4.370], [3.573, 1.564, -3.654], [1.969, 2.571, 0.973], [4.471, 4.194, -1.797], [3.833, 3.715, -0.963], [2.569, 5.158, 2.442], [2.731, 6.078, 3.104], [4.167, 1.214, -0.451], [5.121, 0.714, -0.850], [1.417, 3.342, -1.776], [1.239, 3.801, -2.816], [0.249, 0.918, 0.972], [-0.574, -0.291, 0.493], [-1.453, 0.175, -1.006], [-0.756, 0.773, -2.072], [-1.437, 1.194, -3.210], [-2.824, 1.009, -3.313], [-3.528, 0.424, -2.254], [-2.848, 0.008, -1.103], [0.605, -1.626, 0.299], [0.845, -2.490, 1.384], [2.001, -3.271, 1.410], [2.927, -3.194, 0.366], [2.657, -2.383, -0.742], [1.498, -1.615, -0.789], [-1.776, -0.803, 1.714], [-2.152, 0.072, 2.747], [-3.092, -0.342, 3.697], [-3.671, -1.614, 3.611], [-3.318, -2.482, 2.575], [-2.370, -2.079, 1.632], [0.333, 0.885, -2.015], [-0.884, 1.663, -4.029], [-3.349, 1.312, -4.222], [-4.608, 0.281, -2.323], [-3.399, -0.466, -0.287], [0.135, -2.546, 2.211], [2.184, -3.931, 2.257], [3.853, -3.768, 0.415], [3.362, -2.325, -1.576], [1.272, -1.022, -1.679], [-1.706, 1.066, 2.815], [-3.378, 0.333, 4.507], [-4.406, -1.942, 4.348], [-3.773, -3.472, 2.492], [-2.080, -2.763, 0.833]], "forces_ev_per_a": [[-1.9, -1.0, 1.7], [1.9, 1.0, -1.7], [-0.6, -0.6, 0.7], [-2.3, -1.8, 3.0], [3.0, 2.8, -3.2], [0.5, 3.2, 2.3], [-0.5, -2.9, -2.1], [3.5, -2.6, -1.2], [-3.2, 1.7, 1.3], [-1.3, 1.7, -4.2], [0.6, -1.6, 3.6], [0.1, 0.4, 0.0], [-0.4, -0.3, 0.2], [-0.3, 0.0, -0.3], [-0.1, 0.0, 0.0], [0.0, 0.0, 0.0], [0.1, -0.1, 0.3], [0.3, 0.0, -0.1], [0.3, 0.0, -0.1], [0.4, -0.3, 0.0], [0.1, 0.1, -0.2], [0.1, 0.0, -0.2], [-0.2, 0.1, 0.1], [0.1, 0.1, -0.1], [-0.1, 0.0, 0.2], [-0.4, -0.1, 0.4], [-0.1, -0.3, 0.0], [0.0, -0.1, -0.1], [0.1, 0.1, -0.1], [0.2, 0.2, -0.2], [0.0, 0.2, 0.1], [-0.4, 0.0, -0.1], [-0.2, -0.2, 0.2], [0.2, -0.1, 0.4], [0.4, 0.0, 0.0], [0.2, 0.2, -0.3], [0.3, 0.1, -0.2], [0.0, 0.2, -0.2], [-0.3, 0.1, -0.1], [-0.2, -0.2, 0.3], [0.1, -0.1, 0.3], [-0.1, -0.3, 0.0], [0.1, -0.2, -0.3], [0.2, 0.2, -0.2], [0.2, 0.4, 0.1], [-0.1, 0.1, 0.2]], "mulliken_charge": [-0.1998, 0.1811, 2.3057, 0.0009, -0.1080, -0.1590, 0.0882, -0.1501, 0.0554, -0.1046, 0.0269, -0.8244, 1.6858, 0.7239, -0.0324, -0.9091, -0.5725, -0.8076, -0.3082, 0.6363, -0.4099, -0.7837, -0.5386, -0.7676, -0.4156, 0.0795, -0.7239, -0.6713, -0.4628, -0.8199, 0.0932, 0.0271, 0.4462, 0.3989, 0.4146, 0.3906, 0.3496, 0.4204, 0.4242, 0.4970, 0.4976, 0.2599, 0.4048, 0.4171, 0.4275, 0.5167], "energy_ha": -1703.27877, "lumo_ev": -7.43, "orbital_gap_ev": 7.03, "charge": 2}

(2)
{"formula": "C23H15BrCl3N3ORb", "method": "wB97M-V/def2-TZVPD", "elements": ["Rb", "Br", "C", "C", "C", "C", "O", "C", "C", "N", "C", "C", "C", "C", "C", "C", "C", "C", "N", "C", "C", "H", "H", "H", "H", "H", "H", "H", "H", "H", "H", "C", "C", "C", "C", "C", "H", "H", "H", "H", "H", "Cl", "C", "Cl", "Cl", "C", "N"], "xyz": [[-0.956, 0.863, -0.378], [4.187, 0.508, 6.035], [2.797, 0.612, 4.722], [1.689, 1.434, 4.963], [0.688, 1.479, 4.043], [0.683, 0.698, 2.826], [-0.291, 0.722, 2.050], [1.880, -0.095, 2.599], [2.078, -0.929, 1.469], [1.282, -1.126, 0.472], [1.470, -2.195, -0.350], [1.880, -3.426, 0.161], [2.011, -4.555, -0.645], [1.712, -4.503, -1.981], [1.269, -3.293, -2.548], [0.910, -3.198, -3.908], [0.502, -1.996, -4.413], [0.456, -0.890, -3.547], [0.766, -0.944, -2.277], [1.155, -2.118, -1.749], [2.900, -0.110, 3.568], [1.649, 2.022, 5.871], [-0.172, 2.109, 4.222], [3.044, -1.467, 1.472], [2.070, -3.511, 1.223], [2.344, -5.481, -0.195], [1.797, -5.377, -2.611], [0.966, -4.088, -4.522], [0.217, -1.891, -5.450], [0.153, 0.078, -3.920], [3.773, -0.728, 3.401], [-3.758, 1.536, -1.290], [-3.679, 0.228, -1.751], [-2.888, 0.229, -2.911], [-2.470, 1.549, -3.155], [-3.004, 2.356, -2.165], [-4.357, 1.887, -0.459], [-4.207, -0.628, -1.346], [-2.698, -0.623, -3.550], [-1.907, 1.880, -4.016], [-2.930, 3.432, -2.105], [-1.487, 6.853, 2.071], [-2.375, 5.047, 2.294], [-1.907, 4.469, 3.876], [-4.087, 5.345, 2.164], [-1.839, 4.226, 1.280], [-1.316, 3.611, 0.461]], "forces_ev_per_a": [[0.1, -0.4, -0.8], [-0.1, 0.0, -0.1], [0.4, -0.1, 0.2], [0.1, -0.1, -0.1], [-0.2, 0.1, 0.0], [0.4, -0.1, 0.3], [-0.1, 0.1, 0.4], [-0.2, 0.5, 0.4], [0.0, -0.5, -0.8], [-0.3, 0.9, 0.7], [0.5, -1.0, -0.1], [-0.1, 0.6, 0.0], [0.0, -0.3, -0.5], [0.1, -0.2, 0.3], [-0.1, 0.3, 0.2], [0.0, 0.2, 0.0], [0.1, -0.3, 0.0], [0.1, 0.2, 0.1], [-0.1, 0.5, 0.0], [0.2, -0.7, -0.1], [0.0, 0.0, 0.1], [-0.1, 0.0, 0.0], [-0.1, 0.0, -0.1], [-0.1, 0.0, 0.0], [-0.1, 0.0, 0.0], [0.0, -0.1, 0.0], [0.0, -0.1, 0.0], [0.0, 0.0, -0.1], [0.0, 0.1, 0.0], [-0.1, 0.1, 0.0], [0.0, 0.0, 0.0], [-0.2, 1.0, 0.1], [-0.3, -0.7, -0.2], [0.1, -0.4, -0.2], [0.2, -0.4, -0.6], [-0.6, 0.5, 0.7], [0.0, 0.0, 0.1], [0.1, 0.0, 0.0], [0.1, -0.1, 0.0], [0.1, 0.1, 0.0], [0.1, 0.1, 0.0], [-0.9, -2.1, 0.1], [0.4, 2.8, 1.1], [-0.1, 0.0, -0.1], [0.1, -0.2, -0.1], [0.9, -0.7, -1.4], [-0.3, 0.4, 0.4]], "mulliken_charge": [0.8567, -0.2915, -0.0295, -0.3917, -0.4797, -0.0821, -0.6692, 0.8966, -0.6196, -0.0504, -0.0127, -0.2237, -0.7721, -0.8956, 1.2935, -0.6265, -0.6558, -0.3383, -0.3933, 0.0477, -0.6835, 0.3897, 0.2834, 0.4548, 0.5581, 0.3639, 0.3409, 0.3800, 0.3854, 0.4480, 0.3761, -0.5478, -0.9097, -0.2253, -0.6275, -0.5159, 0.4036, 0.3681, 0.3921, 0.4239, 0.3967, -0.1737, 0.5197, -0.0648, -0.0732, -0.1112, -0.1148], "energy_ha": -5103.66687, "lumo_ev": 0.82, "orbital_gap_ev": 4.50, "de_lowest_kcal_mol": 1.6, "charge": -1}

(3)
{"formula": "C23H15BrEuN3O8Se", "method": "wB97M-V/def2-TZVPD", "elements": ["Eu", "Br", "C", "C", "C", "C", "O", "C", "C", "N", "C", "C", "C", "C", "C", "C", "C", "C", "N", "C", "C", "H", "H", "H", "H", "H", "H", "H", "H", "H", "H", "O", "N", "O", "C", "O", "C", "C", "C", "C", "C", "C", "H", "H", "H", "H", "H", "O", "Se", "O", "O", "O"], "xyz": [[-1.198, -1.053, 0.219], [3.937, -1.302, 5.923], [2.464, -1.236, 4.717], [1.162, -1.239, 5.233], [0.110, -1.200, 4.368], [0.272, -1.161, 2.952], [-0.775, -1.049, 2.231], [1.624, -1.184, 2.440], [2.000, -1.126, 1.066], [1.234, -1.318, 0.032], [1.751, -1.253, -1.263], [3.087, -1.423, -1.594], [3.535, -1.406, -2.920], [2.653, -1.272, -3.956], [1.279, -1.123, -3.688], [0.319, -1.062, -4.720], [-1.008, -0.944, -4.407], [-1.371, -0.841, -3.056], [-0.503, -0.898, -2.065], [0.815, -1.076, -2.344], [2.690, -1.194, 3.369], [1.003, -1.263, 6.300], [-0.908, -1.196, 4.725], [3.060, -0.880, 0.922], [3.816, -1.606, -0.820], [4.590, -1.518, -3.121], [2.981, -1.297, -4.984], [0.645, -1.131, -5.748], [-1.771, -0.936, -5.169], [-2.420, -0.717, -2.782], [3.704, -1.185, 2.995], [-4.533, -0.359, 0.503], [-3.792, -1.233, 0.781], [-0.160, 0.985, 0.347], [-1.260, 1.550, 0.132], [-2.288, 0.856, -0.130], [-1.315, 3.036, 0.167], [-2.511, 3.729, 0.328], [-2.499, 5.112, 0.396], [-1.305, 5.808, 0.295], [-0.113, 5.120, 0.119], [-0.118, 3.739, 0.065], [-3.433, 3.174, 0.411], [-3.426, 5.652, 0.532], [-1.299, 6.888, 0.350], [0.819, 5.658, 0.030], [0.796, 3.176, -0.056], [-3.210, -4.789, -0.221], [-2.389, -3.561, 0.239], [-3.404, -1.983, -0.333], [-1.078, -3.198, -0.566], [-2.262, -3.266, 1.759]], "forces_ev_per_a": [[1.9, 0.9, -0.2], [0.1, 0.0, 0.0], [-0.4, 0.0, 0.3], [0.9, 0.0, 0.3], [-0.3, -0.1, -1.1], [1.9, 0.1, 1.9], [-0.2, 0.1, 0.5], [-0.7, 0.1, 0.9], [0.9, 0.0, -0.1], [-0.2, 0.2, -1.2], [-1.2, -0.2, 0.5], [1.2, 0.1, -0.4], [0.0, 0.0, 0.9], [-0.2, 0.1, -0.4], [-0.1, 0.0, -0.2], [0.3, 0.0, 0.2], [-0.5, 0.1, 0.6], [-0.7, 0.0, -1.0], [1.0, 0.1, -0.4], [0.0, -0.2, 0.2], [-0.3, -0.1, -0.2], [0.0, 0.0, 0.1], [-0.1, 0.0, 0.1], [-0.2, -0.1, -0.1], [0.0, 0.0, 0.1], [0.1, -0.1, 0.0], [0.1, 0.0, -0.1], [0.1, 0.0, -0.1], [-0.1, 0.1, 0.0], [0.2, 0.0, 0.0], [0.0, 0.0, 0.0], [0.5, -1.4, 0.0], [-1.6, 1.3, 0.5], [0.2, 1.0, -0.1], [0.5, 0.3, -0.2], [-1.1, 1.4, -0.2], [-0.1, 0.4, 0.1], [0.2, -0.2, -0.1], [-0.1, 0.0, 0.0], [0.0, 0.0, 0.0], [0.0, 0.1, 0.0], [0.0, -0.2, 0.0], [-0.1, -0.1, 0.0], [-0.1, 0.0, 0.0], [0.0, 0.1, 0.0], [0.1, 0.0, 0.0], [0.1, 0.0, 0.0], [-1.5, -1.8, -1.0], [-1.7, -1.1, -0.4], [-0.4, -0.8, -0.4], [1.4, -0.6, -1.5], [0.2, 0.5, 2.3]], "lowdin_spin": [6.0501, -0.0035, -0.0041, 0.0585, 0.0020, 0.0484, 0.0149, 0.0081, 0.1943, 0.0055, 0.0805, 0.1090, 0.0233, 0.1162, -0.0024, 0.0897, 0.0237, 0.0877, 0.0346, -0.0128, 0.0472, 0.0041, -0.0014, 0.0132, 0.0121, -0.0013, 0.0069, 0.0043, -0.0005, 0.0064, 0.0016, 0.0051, -0.0003, -0.0075, 0.0016, -0.0069, -0.0001, 0.0002, 0.0000, 0.0003, 0.0000, 0.0002, 0.0000, 0.0000, 0.0000, 0.0000, 0.0001, 0.0008, 0.0008, -0.0049, -0.0050, -0.0007], "energy_ha": -7337.40984, "spin_multiplicity": 8, "lumo_ev": [1.79, 1.81], "orbital_gap_ev": [3.69, 6.51], "de_lowest_kcal_mol": 0.0, "charge": -1}